# 1
The following is a DFT calculation (ωB97M-V/def2-TZVPD) of a molecular structure, C24H16Br2CoN4O6S2.

Structure (XYZ):
```
55
Properties=species:S:1:pos:R:3:mulliken_spin:R:1
H -2.382 6.243 -1.310 0.00
H -3.546 -3.387 -1.698 0.00
C -2.036 -2.088 -0.854 0.01
C 2.264 -1.568 -2.920 0.00
C -1.862 -0.644 4.517 0.00
Br -2.272 -4.687 -4.076 0.00
C -0.687 2.004 -0.538 0.00
C -0.417 -2.863 -2.904 0.00
H 5.099 -0.781 -1.242 0.00
H -2.046 -1.739 6.340 0.00
O 0.202 1.139 -0.906 -0.01
H -0.314 -3.388 5.707 0.00
H -2.611 0.089 4.792 0.00
N -0.959 0.793 1.285 -0.03
H -2.659 -1.753 -0.032 0.00
O 3.847 0.581 3.667 0.00
O 2.914 -1.249 2.402 0.00
Co 0.445 -0.144 0.508 0.92
C 3.106 -0.799 -0.449 -0.01
C -1.213 -0.505 3.283 0.00
C 1.367 -1.499 -1.823 0.03
H 0.862 -3.183 3.539 0.00
Br 4.777 -1.292 -4.212 0.00
C -0.183 -1.433 2.910 0.01
H 3.424 -0.546 0.555 0.00
C 3.578 -1.284 -2.713 0.00
H 0.252 -3.170 -3.691 0.00
C -1.557 0.562 2.417 0.00
C -1.676 -3.365 -2.815 0.00
C -1.621 4.281 -0.902 0.00
S 2.634 0.001 3.093 0.00
C 0.087 -2.489 3.822 0.00
S 2.077 1.416 1.652 0.05
C -0.967 3.159 -1.403 0.00
C 0.030 -1.958 -1.899 -0.01
H -2.358 1.242 2.710 0.00
N -0.822 -1.596 -0.884 0.03
O 0.175 2.145 -3.264 0.00
C -1.534 5.331 -3.054 0.00
C -0.857 4.241 -3.563 0.00
H -1.886 4.277 0.144 0.00
O 1.529 -0.023 4.040 0.00
O 0.423 -1.406 1.787 -0.02
H -1.767 6.169 -3.699 0.00
H 1.897 -1.806 -3.906 0.00
N 1.812 -0.998 -0.617 -0.01
C -0.534 3.159 -2.743 0.00
N -1.367 1.877 0.570 0.00
C 4.058 -0.958 -1.443 0.01
C -1.545 -1.656 5.384 0.00
C -1.900 5.363 -1.715 0.00
C -2.547 -2.992 -1.777 0.01
C -0.562 -2.584 5.023 0.00
H 0.367 1.535 -2.499 0.00
H -0.539 4.219 -4.595 0.00
```

Summary:
frontier orbital gap (alpha / beta)	3.68 / 4.27	eV
total charge	-2
spin multiplicity	2
energy relative to the best compared isomer or geometry (same formula, charge and spin)	143.6	kJ/mol

# 2
The following is a DFT calculation (ωB97M-V/def2-TZVPD) of 18 unconnected molecules or ions with the total composition C24H16Cl68N7.

Structure (XYZ):
```
115
Properties=species:S:1:pos:R:3:lowdin_charge:R:1
C -2.139 1.769 0.654 -0.39
Cl 4.871 -0.680 -6.524 0.49
H 5.331 2.431 -0.882 0.12
N 5.112 0.508 0.080 0.01
Cl -2.702 0.541 8.692 0.53
Cl 7.719 -2.550 -7.945 0.49
C -12.789 -5.957 5.350 -2.05
C -13.595 -10.941 3.294 -2.06
Cl -6.068 3.622 6.381 0.52
Cl 9.217 -4.959 -7.478 0.53
H 1.109 -0.207 -1.061 0.13
Cl 11.636 5.495 -7.865 0.52
Cl 5.530 -2.062 -4.080 0.52
Cl -6.820 -0.807 1.980 0.52
Cl 3.449 1.887 -5.353 0.47
Cl -13.798 -6.681 4.099 0.50
Cl -3.012 -0.899 -5.366 0.58
H 4.251 2.343 0.497 0.10
N -3.353 2.377 0.646 0.20
Cl 5.450 2.860 -7.184 0.54
Cl 14.043 0.769 -11.008 0.54
Cl 4.108 -1.588 2.397 0.49
N -1.537 1.184 1.644 0.19
C -0.376 0.775 1.169 -0.07
Cl 3.494 -0.276 8.762 0.48
N -0.217 1.087 -0.075 -0.03
C -2.320 -0.464 -3.817 -2.04
C 12.984 1.428 -9.759 -2.05
Cl -13.390 -0.916 2.006 0.49
H 5.137 -0.113 -0.720 0.10
Cl -2.165 1.305 -3.720 0.50
Cl -13.139 -4.229 5.457 0.50
Cl 9.614 3.542 -8.486 0.49
C -0.718 5.142 -4.174 -2.05
Cl -0.080 -0.216 7.779 0.49
H 3.280 2.331 -1.960 0.10
Cl -3.361 -1.019 -2.506 0.54
Cl -2.328 -1.967 7.322 0.53
Cl 5.110 4.131 -4.618 0.52
Cl 3.917 -4.437 2.801 0.54
C 9.952 5.269 -8.338 -2.06
Cl 0.873 4.384 -4.189 0.50
Cl 7.288 1.753 5.252 0.53
Cl -15.414 -0.262 3.959 0.53
Cl 6.532 -0.982 4.734 0.50
Cl -2.114 0.516 5.869 0.49
Cl -15.168 -2.964 2.987 0.51
Cl -8.106 1.080 3.732 0.56
C 6.342 0.377 5.842 -2.04
H 6.923 1.367 2.428 0.03
Cl 6.915 -0.077 7.443 0.54
Cl -14.138 -12.300 4.277 0.53
C 3.281 1.101 9.851 -2.04
H 7.983 -0.405 1.048 0.05
Cl 6.473 -3.236 2.227 0.52
Cl -12.513 -9.920 4.242 0.50
Cl 9.666 6.051 -9.894 0.53
Cl -1.602 4.659 -5.617 0.55
Cl -1.642 4.604 -2.744 0.48
Cl 13.959 2.019 -8.410 0.53
C 3.374 1.539 -1.235 -0.18
Cl 1.598 1.626 9.787 0.50
Cl 4.635 0.836 5.901 0.49
H 0.361 0.276 1.748 0.16
Cl -8.845 -3.590 0.937 0.52
C 0.955 0.853 -0.933 -0.09
C 4.278 3.327 -5.957 -2.05
Cl -14.995 -9.992 2.778 0.51
Cl -16.166 -0.894 1.247 0.53
C 4.741 -3.162 1.903 -2.05
H -4.092 1.991 1.212 0.01
Cl 8.870 -3.975 -10.164 0.54
Cl 11.901 0.149 -9.191 0.48
Cl -13.129 -6.728 6.899 0.54
C 4.601 1.815 -0.372 -0.20
Cl 2.866 -2.251 -5.182 0.50
C 6.362 0.484 0.700 -0.56
C 4.593 -2.143 -5.576 -2.04
C -1.805 -0.285 7.417 -2.06
Cl 12.040 2.761 -10.417 0.50
Cl -7.180 1.926 1.136 0.53
Cl -11.087 -6.195 4.937 0.51
N -1.356 1.726 -0.448 0.19
H 2.418 1.016 0.569 0.11
Cl -12.740 -11.544 1.872 0.53
Cl -4.483 6.025 6.224 0.54
H -1.500 2.082 -1.385 0.07
H 3.477 0.590 -1.732 0.11
Cl 10.600 -2.583 -8.329 0.50
H 0.712 1.267 -1.903 0.12
C -15.034 -1.259 2.551 -2.05
C -10.253 -2.713 1.556 -2.05
Cl -5.285 1.310 3.217 0.50
Cl -7.019 5.877 4.859 0.54
C 2.159 1.553 -0.338 -0.18
Cl -11.714 -3.336 0.798 0.52
Cl -10.072 -0.992 1.181 0.48
Cl 5.080 -3.547 -6.511 0.53
C -5.590 4.969 5.348 -2.06
Cl 3.698 0.619 11.494 0.54
Cl 4.330 2.427 9.341 0.52
Cl -0.715 -1.186 -3.647 0.53
Cl 4.457 -3.383 0.171 0.51
N 7.121 -0.532 0.525 0.12
Cl 8.900 5.991 -7.114 0.52
H 1.873 2.556 -0.054 0.13
C 9.102 -3.508 -8.479 -2.05
Cl -4.784 4.330 3.906 0.47
Cl -10.351 -2.920 3.302 0.52
H 7.325 2.229 1.052 0.09
H -3.502 3.155 0.029 0.11
Cl 3.089 4.434 -6.637 0.52
C -6.854 0.868 2.518 -2.03
N 6.640 1.632 1.493 0.11
Cl -0.550 6.888 -4.129 0.57
```

Summary:
frontier orbital gap	8.61	eV
total charge	+1
spin multiplicity	1

# 3
The following is a DFT calculation (ωB97M-V/def2-TZVPD) of a molecular structure, C24H16ClMnN4O6S3.

Structure (XYZ):
```
55
Properties=species:S:1:pos:R:3:mulliken_spin:R:1
H 2.615 4.562 2.260 0.00
C 2.065 3.837 1.676 0.00
N -3.666 -2.098 -0.343 0.00
O 0.999 -0.701 0.707 -0.02
H -5.065 -0.743 -4.463 0.00
Mn 1.666 -2.402 0.508 4.00
C 4.785 1.027 -0.472 0.00
H 1.831 -3.533 5.539 0.00
C -6.675 -0.908 -3.052 0.00
C 3.342 2.210 -1.960 0.00
Cl 2.882 3.689 -2.744 0.00
H 2.712 2.146 2.842 0.00
C -3.690 -2.153 1.023 0.00
C 2.965 -0.109 -1.549 0.00
C 1.427 1.555 1.248 -0.02
C 2.123 2.492 2.004 0.00
C -7.012 -1.224 -1.747 0.00
C 4.432 2.207 -1.104 0.00
H 1.235 5.300 0.315 0.00
H 5.635 0.991 0.198 0.00
S -2.117 -2.715 1.542 0.01
H 2.399 -1.010 -1.754 0.00
O 2.063 -0.273 2.632 0.01
H -7.438 -0.604 -3.757 0.00
C 1.534 0.109 1.608 -0.01
H -3.338 -1.434 -2.866 0.00
H 2.208 -1.853 5.055 0.00
C -4.367 -1.376 -2.552 0.00
N -0.171 3.740 -1.305 0.00
C 4.045 -0.134 -0.674 -0.01
H -8.042 -1.171 -1.422 0.00
C 2.610 1.059 -2.203 0.00
C 4.457 -1.369 0.074 0.02
C 1.534 -2.696 4.910 0.00
H 0.517 -2.393 5.151 0.00
H 1.767 1.087 -2.880 0.00
N 1.666 -3.400 2.418 0.01
C 0.673 1.960 0.156 0.01
O -0.591 2.876 -2.048 0.00
H 4.994 3.116 -0.943 0.00
S -4.848 -1.780 2.133 -0.01
H -6.323 -1.862 0.175 0.00
C -4.716 -1.689 -1.239 0.00
H 0.139 1.246 -0.452 0.00
C 0.624 3.307 -0.141 0.00
S -0.033 -3.365 -0.594 -0.12
N -2.487 -2.439 -0.957 -0.02
O 5.591 -1.559 0.426 0.00
O -0.347 4.931 -1.453 0.00
C -6.043 -1.616 -0.834 0.00
O 3.477 -2.232 0.344 0.06
C -1.599 -2.788 -0.104 0.03
C 1.303 4.259 0.596 0.00
C 1.603 -3.087 3.518 0.03
C -5.348 -0.988 -3.447 0.00
```

Summary:
frontier orbital gap (alpha / beta)	5.18 / 7.41	eV
spin multiplicity	5
energy relative to the best compared isomer or geometry (same formula, charge and spin)	46.7	kJ/mol

| no. | largest force on an atom (eV/A) |
| --- | --- |
| 1 | 3.70 |
| 2 | 2.25 |
| 3 | 0.49 |